Record 1
{
  "formula": "C26H48N5O16P2SSi2TeW",
  "method": "ωB97M-V/def2-TZVPD",
  "symbols": ["O", "H", "O", "H", "O", "H", "H", "C", "O", "C", "O", "H", "H", "H", "P", "N", "H", "H", "C", "O", "H", "O", "H", "C", "C", "C", "H", "C", "H", "H", "H", "H", "O", "C", "C", "H", "H", "H", "C", "C", "N", "H", "C", "H", "H", "S", "P", "N", "H", "H", "C", "H", "H", "H", "H", "H", "C", "H", "H", "O", "O", "H", "C", "O", "H", "C", "Si", "H", "C", "H", "C", "H", "O", "Te", "H", "C", "C", "H", "H", "C", "H", "H", "O", "Si", "N", "H", "W", "H", "C", "O", "H", "H", "C", "O", "H", "C", "C", "H", "C", "N", "O", "H"],
  "xyz": [[4.480, 1.864, 0.873], [-2.415, -0.495, 2.481], [-7.730, -0.016, 0.615], [-2.869, 0.982, 5.170], [2.093, 1.068, 0.333], [-1.142, -1.763, -2.595], [3.822, 4.537, 1.803], [0.205, 1.306, -5.338], [0.418, 2.829, 1.062], [3.548, 4.764, -0.655], [3.671, 1.777, -1.498], [1.122, -4.685, 1.154], [3.319, 4.555, -1.699], [2.892, -4.798, 1.201], [3.223, 2.048, -0.020], [-0.967, 1.113, -2.904], [-3.380, 1.668, -2.834], [-0.556, 1.597, 5.106], [-2.480, 2.840, 0.096], [0.344, 5.156, -0.087], [3.679, -2.105, 4.446], [-7.414, 2.116, 0.802], [1.285, -4.781, -4.564], [2.351, 0.546, -4.393], [-2.884, 0.412, -0.075], [0.119, 1.408, 4.265], [0.746, 1.344, -6.273], [1.724, -2.459, -1.346], [-5.817, -1.334, 0.099], [-0.179, -1.737, -4.089], [2.444, -3.112, -0.845], [-3.796, 1.270, 3.690], [0.944, 2.840, -1.258], [-5.601, 0.788, 0.360], [-0.620, -2.386, -3.328], [2.556, -0.346, -3.805], [3.578, -3.849, 4.654], [-3.878, -0.292, 4.510], [-3.216, 0.529, 4.242], [3.604, -3.052, 3.908], [-2.981, 1.784, -3.751], [2.277, -1.647, -1.819], [0.302, 0.843, -3.054], [1.837, 2.289, 3.283], [3.275, 5.796, -0.432], [-0.995, 1.313, 2.863], [1.000, 3.766, -0.017], [-3.242, -2.019, -0.223], [4.624, 4.646, -0.510], [2.590, -4.818, -3.386], [2.189, -1.612, 1.650], [0.730, 3.470, 3.997], [-1.380, -2.991, -3.826], [3.000, 1.369, -4.095], [2.541, 0.322, -5.438], [-3.583, 2.073, -4.505], [-5.133, -0.494, 0.118], [-0.799, -4.433, -0.754], [-1.452, -0.746, 3.943], [2.964, 4.116, 1.653], [0.980, 0.497, -1.985], [0.535, 0.403, 4.373], [0.522, -2.877, 3.837], [-2.564, -2.424, 0.704], [0.551, -5.525, -1.118], [-3.402, 1.692, 0.163], [0.663, -3.510, -2.552], [-0.358, -2.721, 3.206], [-1.103, 1.615, -5.243], [1.773, 2.501, 5.035], [1.827, -4.178, -3.833], [5.124, 1.173, 0.660], [-1.351, 2.538, -0.559], [0.608, -1.648, 0.257], [3.116, -1.589, 1.075], [-1.703, 1.510, -3.954], [1.176, 2.485, 4.125], [1.916, -5.540, 2.459], [0.621, -2.035, 4.528], [2.786, 3.843, 0.291], [4.515, -3.186, 3.322], [0.322, -3.763, 4.443], [-3.503, -2.615, -1.237], [2.087, -3.119, 2.844], [0.937, 0.921, -4.244], [2.337, -3.381, -4.379], [0.074, 1.185, -0.197], [-0.830, -5.424, -2.200], [-0.173, -4.836, -1.556], [-0.110, 0.572, 1.763], [2.091, -0.680, 2.209], [-1.665, 1.915, -6.115], [-3.779, -0.659, -0.072], [-1.580, 0.144, -0.270], [2.948, 1.351, -1.997], [-4.763, 1.880, 0.396], [-2.070, -0.026, 3.404], [-0.630, 5.173, 0.039], [1.995, -4.664, 1.811], [-7.053, 0.983, 0.591], [-2.701, 3.971, 0.431], [-5.156, 2.871, 0.585]],
  "e_homo_ev": -16.774,
  "spin_multiplicity": 1,
  "charge": 3,
  "lumo_energy_ha": -0.3702,
  "energy_ha": -4491.45055,
  "homo_lumo_gap_ev": 6.70
}

=====

Record 2
{
  "formula": "C6H9NO2",
  "method": "ωB97M-V/def2-TZVPD",
  "symbols": ["H", "N", "C", "C", "H", "C", "H", "C", "H", "O", "H", "H", "H", "O", "H", "H", "C", "C"],
  "xyz": [[-0.065, -1.520, -1.788], [-1.386, -0.824, 1.261], [-0.729, 0.373, 1.727], [0.092, 0.846, 0.582], [-2.294, -0.975, 1.685], [1.440, 0.665, -1.501], [-0.115, 0.186, 2.615], [0.090, -1.315, -0.722], [-1.480, 1.131, 1.989], [0.428, 2.157, 0.761], [2.409, 0.805, -1.018], [1.602, -0.032, -2.319], [0.822, -2.036, -0.357], [-2.056, -2.274, -0.379], [0.967, 2.471, 0.024], [1.133, 1.611, -1.950], [-1.253, -1.412, -0.077], [0.395, 0.143, -0.535]],
  "smiles": "CC1=C(O)CNC(=O)C1",
  "e_homo_ev": -8.708,
  "spin_multiplicity": 1,
  "lumo_energy_ha": 0.0233,
  "energy_ha": -439.24042,
  "homo_lumo_gap_ev": 9.34
}

=====

Record 3
{
  "formula": "BrHNO2S",
  "method": "ωB97M-V/def2-TZVPD",
  "symbols": ["N", "Br", "O", "O", "H", "S"],
  "xyz": [[-0.057, -0.676, 0.940], [1.334, -1.218, -0.202], [3.909, 0.336, 1.265], [4.023, 0.738, -1.140], [-0.280, 0.252, 0.397], [3.174, 0.729, 0.081]],
  "e_homo_ev": [-3.032, -3.033],
  "spin_multiplicity": 1,
  "charge": -1,
  "lumo_energy_ha": [0.1349, 0.1349],
  "energy_ha": -3178.00774,
  "homo_lumo_gap_ev": [6.70, 6.70]
}

=====

Record 4
{
  "formula": "C22H24LaNO5",
  "method": "ωB97M-V/def2-TZVPD",
  "symbols": ["C", "C", "H", "C", "La", "H", "C", "C", "C", "C", "H", "H", "C", "H", "C", "C", "C", "H", "C", "H", "O", "H", "H", "C", "H", "H", "C", "H", "H", "H", "O", "C", "H", "C", "C", "C", "C", "C", "O", "H", "H", "H", "H", "H", "H", "H", "C", "N", "O", "C", "H", "H", "O"],
  "xyz": [[-0.659, -2.341, 0.929], [1.218, -2.775, -0.414], [-1.293, -1.938, 1.721], [-0.213, -1.677, -5.453], [-0.025, -0.493, -0.518], [1.437, 1.583, 1.004], [0.181, 0.786, 6.686], [1.397, 0.825, -2.300], [-0.596, 2.073, 4.308], [-0.611, 2.774, 5.517], [-0.186, 1.774, -5.303], [2.710, -1.011, -2.350], [0.805, -2.327, 0.897], [0.511, -0.928, 5.520], [-0.063, 0.830, -5.864], [-0.220, 2.139, 6.726], [1.636, 1.224, -0.013], [-2.172, -2.759, -0.695], [-0.688, -0.318, -5.188], [-1.153, 1.320, -2.971], [-1.171, -0.679, -2.394], [-2.560, 0.646, -4.908], [-0.708, -2.127, -6.338], [0.034, -3.047, -1.186], [1.020, 0.865, -3.336], [-0.500, 1.015, -6.865], [2.440, 0.065, -0.362], [-2.511, -1.049, -4.370], [0.872, -1.717, -5.662], [0.016, -3.338, -2.245], [0.149, 2.215, 9.011], [-0.197, 0.721, 4.253], [-0.891, 2.576, 3.390], [0.988, 1.696, -1.219], [-1.761, 0.404, -3.014], [-1.937, -0.115, -4.448], [-1.123, -2.781, -0.368], [2.279, -0.177, -1.777], [-0.352, 0.353, 1.819], [2.256, -2.855, -0.757], [0.207, 2.472, -1.263], [-0.417, -2.355, -4.605], [1.020, 0.686, -6.033], [1.458, -1.949, 1.690], [3.020, -0.538, 0.346], [-2.708, 0.562, -2.484], [-0.111, -0.113, 2.991], [-0.217, 2.848, 7.992], [-0.578, 4.045, 7.988], [0.185, 0.107, 5.476], [-0.917, 3.813, 5.547], [0.491, 0.278, 7.598], [0.208, -1.287, 3.294]],
  "e_homo_ev": [0.630, -2.715],
  "spin_multiplicity": 1,
  "charge": -2,
  "lumo_energy_ha": [0.1431, 0.1460],
  "energy_ha": -1315.14342,
  "homo_lumo_gap_ev": [3.26, 6.69]
}

=====

Record 5
{
  "formula": "C3H3N3",
  "method": "ωB97M-V/def2-TZVPD",
  "symbols": ["C", "N", "N", "N", "H", "H", "H", "C", "C"],
  "xyz": [[-0.283, 1.716, -0.156], [-0.655, -2.794, 0.136], [1.973, -1.404, 0.020], [-1.274, -1.891, 0.221], [1.731, 0.693, 0.072], [-2.008, 0.401, 0.041], [0.075, 2.676, -0.310], [1.578, -0.349, 0.011], [-1.137, 0.952, -0.034]],
  "smiles": "C#C.C#N.N#N",
  "e_homo_ev": -11.085,
  "spin_multiplicity": 1,
  "lumo_energy_ha": 0.0367,
  "energy_ha": -280.27521,
  "homo_lumo_gap_ev": 12.08
}

=====

Record 6
{
  "formula": "C13H24BCl2CoN6O2S",
  "method": "ωB97M-V/def2-TZVPD",
  "symbols": ["H", "Cl", "C", "H", "H", "H", "H", "H", "N", "H", "S", "C", "B", "H", "C", "H", "C", "C", "O", "Cl", "C", "C", "C", "H", "N", "C", "N", "H", "N", "H", "C", "C", "H", "C", "N", "H", "C", "H", "H", "H", "H", "H", "H", "H", "Co", "N", "O", "H", "H", "H"],
  "xyz": [[2.474, 0.865, 3.547], [1.833, 2.075, -0.528], [-4.265, 2.161, -2.476], [3.552, -3.379, 0.932], [-5.051, 0.148, -2.606], [1.187, -0.446, 4.199], [3.173, -2.010, 3.282], [-1.719, 3.581, 3.196], [1.940, -0.797, 2.102], [-2.871, 1.360, -3.964], [-2.253, 0.454, -1.870], [-1.113, 2.763, 2.847], [1.535, 0.182, 3.232], [2.164, 2.025, -2.876], [-1.079, 2.228, 1.576], [-3.926, -0.607, -0.515], [2.762, -1.827, 2.303], [2.950, -2.506, 1.110], [-0.839, -1.266, -0.006], [1.261, -0.092, -2.316], [2.317, 1.322, -2.067], [-4.852, 0.903, -1.840], [-3.774, 0.405, -0.885], [2.034, -2.019, -0.850], [1.592, -0.768, 0.804], [-2.865, 1.782, -2.960], [-0.176, 1.222, 1.550], [-3.620, -4.446, 0.831], [-2.298, -2.881, 0.512], [-2.108, -1.918, 2.854], [2.183, -1.817, 0.193], [-3.158, -3.650, 1.406], [-2.585, -4.106, 2.214], [-1.562, -1.840, 0.880], [-1.597, -1.419, 2.146], [-1.006, -0.654, 2.431], [-0.186, 2.025, 3.568], [-1.621, 2.502, 0.692], [3.345, 0.984, -1.992], [-4.206, 2.961, -1.736], [-5.788, 1.093, -1.319], [-2.172, -3.195, -0.437], [-2.131, 2.585, -2.913], [-4.872, 2.524, -3.303], [0.226, 0.273, -0.026], [0.369, 1.108, 2.776], [-1.189, 1.158, -0.988], [-3.949, -3.025, 1.821], [0.118, 2.100, 4.600], [-3.608, 1.092, -0.053]],
  "e_homo_ev": [-14.432, -14.432],
  "spin_multiplicity": 1,
  "charge": 2,
  "lumo_energy_ha": [-0.2977, -0.2978],
  "energy_ha": -3714.46988,
  "homo_lumo_gap_ev": [6.33, 6.33]
}

=====

Record 7
{
  "formula": "C47H52CoF3GeN5O3S",
  "method": "ωB97M-V/def2-TZVPD",
  "symbols": ["N", "O", "C", "H", "H", "C", "C", "H", "C", "C", "H", "H", "C", "C", "C", "C", "H", "H", "H", "H", "H", "H", "C", "C", "C", "C", "H", "H", "H", "H", "H", "H", "H", "O", "H", "C", "C", "C", "H", "N", "C", "C", "H", "N", "H", "C", "C", "C", "C", "H", "H", "C", "C", "C", "H", "C", "Co", "F", "N", "H", "C", "H", "Ge", "C", "H", "H", "H", "H", "H", "H", "H", "H", "H", "C", "H", "H", "H", "H", "H", "H", "C", "C", "C", "H", "C", "C", "C", "S", "H", "C", "H", "F", "C", "C", "H", "F", "C", "H", "H", "C", "N", "H", "O", "C", "H", "C", "C", "C", "C", "C", "C", "H", "H"],
  "xyz": [[16.206, 9.856, 20.271], [18.582, 10.780, 15.715], [12.504, 7.916, 16.499], [17.461, 10.920, 13.343], [18.756, 7.508, 20.182], [13.507, 15.081, 20.952], [10.786, 7.962, 23.272], [6.045, 14.836, 23.550], [15.848, 6.625, 21.564], [14.003, 8.825, 12.366], [19.357, 6.459, 12.352], [14.155, 8.801, 10.208], [13.424, 12.871, 22.685], [12.026, 11.612, 18.884], [14.485, 13.747, 22.691], [7.895, 12.288, 22.318], [7.779, 11.254, 21.977], [15.826, 5.459, 19.793], [12.315, 5.306, 12.067], [10.376, 10.304, 15.059], [15.023, 9.121, 14.592], [16.109, 10.701, 19.687], [16.353, 8.006, 16.491], [12.356, 13.106, 21.820], [16.547, 6.119, 20.302], [17.968, 8.083, 19.606], [17.479, 5.577, 20.629], [10.516, 8.874, 21.374], [11.152, 7.736, 14.711], [11.534, 14.418, 20.335], [8.159, 16.032, 23.181], [15.564, 8.606, 23.105], [13.060, 6.123, 14.328], [14.385, 11.552, 18.982], [10.153, 14.844, 22.552], [9.153, 12.909, 22.191], [6.893, 14.272, 23.173], [11.140, 8.166, 24.610], [15.404, 5.747, 22.047], [14.233, 8.521, 14.726], [10.778, 9.067, 22.446], [12.402, 14.211, 20.971], [15.359, 13.536, 23.322], [14.821, 7.687, 21.305], [11.986, 10.445, 15.916], [14.524, 14.846, 21.854], [10.897, 11.237, 19.842], [13.317, 10.893, 19.045], [13.728, 8.027, 13.515], [12.452, 6.828, 16.703], [18.846, 7.080, 14.695], [18.514, 8.240, 11.503], [17.602, 9.340, 20.472], [11.394, 9.877, 15.151], [10.965, 7.394, 25.332], [11.304, 8.417, 15.572], [14.998, 8.360, 19.120], [13.727, 6.904, 8.627], [17.135, 9.144, 16.499], [13.893, 7.304, 21.480], [13.820, 8.262, 11.109], [18.688, 7.894, 10.491], [10.821, 11.947, 21.681], [15.454, 10.121, 21.553], [15.382, 15.530, 21.960], [10.404, 8.286, 16.195], [10.495, 7.041, 22.854], [16.848, 9.853, 17.170], [13.586, 15.908, 20.226], [9.925, 11.585, 19.353], [11.707, 11.361, 17.857], [12.436, 8.426, 17.468], [5.840, 12.459, 22.905], [17.997, 9.729, 15.495], [17.746, 9.054, 21.526], [16.593, 7.040, 22.297], [11.546, 9.540, 26.133], [18.337, 10.128, 20.273], [17.657, 10.122, 10.887], [13.881, 9.053, 22.618], [18.878, 7.415, 12.568], [6.796, 12.945, 22.841], [13.937, 8.231, 16.071], [14.652, 10.855, 21.324], [13.198, 6.751, 13.427], [14.886, 8.854, 22.232], [8.097, 14.957, 22.994], [16.936, 6.503, 16.163], [10.842, 10.141, 19.874], [13.289, 6.949, 10.993], [16.132, 10.574, 22.305], [14.052, 5.034, 9.755], [13.269, 6.188, 9.709], [15.006, 8.166, 16.964], [12.216, 12.690, 18.833], [12.016, 5.776, 9.378], [9.227, 14.268, 22.560], [18.453, 8.416, 18.651], [11.823, 10.044, 14.152], [18.171, 9.053, 14.137], [16.802, 7.218, 19.310], [13.447, 11.986, 23.339], [13.305, 9.599, 19.166], [12.850, 6.265, 12.177], [16.942, 6.781, 18.350], [11.304, 10.548, 24.252], [17.822, 9.903, 13.064], [18.644, 7.769, 13.890], [11.370, 9.440, 25.063], [11.029, 10.402, 22.900], [17.948, 9.476, 11.756], [14.463, 9.801, 12.527], [11.437, 11.546, 24.711]],
  "e_homo_ev": [-10.697, -10.697],
  "spin_multiplicity": 5,
  "s_squared": 6.03,
  "charge": 1,
  "lumo_energy_ha": [-0.1198, -0.2036],
  "energy_ha": -6478.89502,
  "homo_lumo_gap_ev": [7.44, 5.16]
}

=====

Record 8
{
  "formula": "C5H10O2",
  "method": "ωB97M-V/def2-TZVPD",
  "symbols": ["C", "O", "H", "C", "H", "C", "H", "C", "H", "H", "H", "O", "C", "H", "H", "H", "H"],
  "xyz": [[0.564, -1.794, 0.185], [-2.036, 1.078, 0.440], [0.979, -2.458, -0.582], [0.696, 1.394, -0.063], [-0.118, -2.379, 0.802], [-0.988, 0.330, 0.949], [-0.502, 0.761, 1.832], [-0.142, -0.645, -0.477], [-1.070, -0.885, -0.985], [0.195, 0.773, -2.068], [1.394, -1.442, 0.801], [0.187, 2.501, -0.257], [0.694, 0.316, -1.219], [-1.632, 1.887, 0.049], [1.697, -0.042, -1.439], [-1.416, -0.578, 1.375], [1.499, 1.184, 0.659]],
  "e_homo_ev": -8.987,
  "spin_multiplicity": 1,
  "lumo_energy_ha": 0.0324,
  "energy_ha": -346.89148,
  "homo_lumo_gap_ev": 9.87
}

=====

Calculated max |F| (eV/A), listed in the same order as above: 1.27 4.69 2.57 3.79 4.54 0.78 2.44 4.62